Formula: C19H46GaN2O4S
Source: the Open Molecules 2025 dataset
Level of theory: ωB97M-V with the def2-TZVPD basis set

Each line ends with the Mulliken charge.
Atoms and positions in Å:
C: 1.618 -0.933 3.163  -0.908
C: 2.726 -0.056 2.536  -0.508
S: 2.020 0.799 1.103  -0.168
C: 3.272 2.028 0.636  -0.902
Ga: 2.687 3.991 0.914  0.299
C: 1.759 4.048 2.736  -0.800
C: 0.570 5.028 2.874  -0.828
C: -0.657 4.705 1.974  -0.514
C: -1.913 4.122 2.680  -0.882
C: -2.332 2.798 2.013  -0.270
C: -3.487 2.096 2.718  -0.670
O: -4.218 1.233 1.800  -0.419
C: -3.493 0.238 1.239  0.683
C: -3.633 0.202 -0.255  -0.815
O: -2.812 -0.512 1.871  -0.580
H: 0.648 -0.721 2.737  0.194
H: 1.618 -0.721 4.234  0.332
H: 1.900 -1.978 3.019  0.136
H: 3.068 0.693 3.252  0.411
H: 3.575 -0.667 2.223  0.407
H: 4.171 1.872 1.238  0.227
H: 3.535 1.830 -0.405  0.410
H: 1.792 4.566 -0.297  -0.287
H: 4.057 4.869 1.007  -0.383
H: 1.434 3.026 2.972  0.182
H: 2.523 4.323 3.475  0.409
H: 0.911 6.037 2.626  0.342
H: 0.235 5.028 3.922  0.406
H: -0.332 3.974 1.231  0.271
H: -0.966 5.595 1.418  0.383
H: -2.750 4.819 2.562  0.297
H: -1.739 3.975 3.750  0.408
H: -1.447 2.155 1.997  0.365
H: -2.634 3.044 0.991  0.224
H: -3.122 1.516 3.569  0.308
H: -4.218 2.814 3.094  0.396
H: -3.417 -0.810 -0.593  0.262
H: -4.633 0.502 -0.567  0.349
H: -2.911 0.870 -0.728  0.242
C: 1.167 -5.071 1.451  -1.570
C: 1.748 -4.009 0.525  0.680
C: 1.573 -4.327 -0.963  -0.823
O: 2.461 -5.307 -1.473  -0.423
C: 2.061 -6.646 -1.276  -0.661
N: 3.152 -3.783 0.879  -0.667
H: 1.792 -5.965 1.488  0.300
H: 1.098 -4.681 2.466  0.355
H: 0.164 -5.366 1.135  0.360
H: 1.204 -3.078 0.717  0.362
H: 1.788 -3.420 -1.528  0.278
H: 0.534 -4.609 -1.185  0.438
H: 0.974 -6.753 -1.343  0.300
H: 2.401 -7.034 -0.312  0.225
H: 2.520 -7.245 -2.063  0.262
H: 3.509 -3.003 0.333  0.288
H: 3.675 -4.590 0.547  0.295
C: -0.375 -0.089 -5.559  -1.517
C: -0.583 -0.758 -4.203  0.472
C: -2.063 -1.009 -3.875  -0.735
O: -2.795 0.126 -3.463  -0.254
C: -3.280 0.948 -4.503  -0.768
N: 0.128 0.017 -3.191  -0.627
H: -0.621 0.972 -5.526  0.286
H: 0.671 -0.167 -5.855  0.374
H: -0.985 -0.560 -6.335  0.355
H: -0.109 -1.745 -4.249  0.357
H: -2.114 -1.698 -3.032  0.312
H: -2.570 -1.493 -4.722  0.401
H: -3.566 0.357 -5.380  0.326
H: -2.548 1.704 -4.798  0.269
H: -4.164 1.464 -4.126  0.243
H: 0.123 -0.461 -2.292  0.201
H: -0.379 0.881 -3.022  0.299

The orbital gap is 6.23 eV. Its spin multiplicity is 1. The total charge is -1.



Formula: C19H47N5O7S2
Source: the Open Molecules 2025 dataset
Level of theory: ωB97M-V with the def2-TZVPD basis set

Each line ends with the Mulliken charge.
Atoms and positions in Å:
C: -0.421 -0.211 5.956  -1.351
C: 0.109 0.936 5.091  0.833
O: 0.208 2.024 5.582  -0.633
N: 0.725 0.551 3.988  -0.095
C: 1.193 1.518 3.044  -0.405
H: -1.122 -0.817 5.382  0.298
H: -0.862 0.031 6.923  0.294
H: 0.351 -0.951 6.167  0.428
H: 0.569 -0.415 3.742  0.218
H: 0.443 1.711 2.277  0.230
H: 2.074 1.138 2.526  -0.216
H: 1.367 2.508 3.464  0.430
C: 4.175 4.874 0.203  -0.932
C: 4.826 3.792 1.106  0.804
O: 5.671 4.161 1.944  -0.685
N: 4.477 2.510 0.941  0.075
C: 5.022 1.420 1.740  -0.931
H: 4.849 5.065 -0.632  0.261
H: 3.906 5.809 0.694  0.312
H: 3.282 4.487 -0.289  0.212
H: 3.833 2.299 0.192  0.082
H: 5.903 1.612 2.353  0.356
H: 5.244 0.490 1.217  0.343
H: 4.291 1.095 2.481  0.202
C: -1.275 -3.309 0.333  -0.517
C: -0.407 -3.789 -0.815  0.694
O: 0.772 -4.040 -0.617  -0.637
N: -1.065 -4.019 -1.950  -0.141
C: -0.422 -4.476 -3.135  -0.793
H: -1.327 -3.959 1.207  0.393
H: -2.303 -3.193 -0.010  0.273
H: -0.923 -2.311 0.595  -0.218
H: -2.073 -3.978 -2.001  0.246
H: -0.214 -5.543 -3.209  0.328
H: 0.528 -3.955 -3.260  0.108
H: -0.943 -4.184 -4.046  0.343
C: -3.012 2.538 -3.003  -1.080
C: -3.440 1.135 -2.604  0.835
O: -3.632 0.916 -1.405  -0.639
N: -3.550 0.220 -3.565  -0.195
C: -3.936 -1.164 -3.388  -0.738
H: -2.650 2.482 -4.030  0.331
H: -2.236 2.917 -2.337  0.277
H: -3.822 3.267 -3.010  0.300
H: -3.246 0.426 -4.506  0.228
H: -3.068 -1.767 -3.656  0.077
H: -4.696 -1.456 -4.113  0.357
H: -4.157 -1.421 -2.352  0.308
C: -2.637 -0.246 2.037  -0.108
C: -3.305 0.066 3.351  0.372
O: -4.056 -0.750 3.903  -0.688
N: -3.164 1.326 3.811  -0.119
C: -3.653 1.783 5.098  -0.898
H: -1.586 -0.406 2.277  -0.112
H: -2.806 0.592 1.360  0.261
H: -3.085 -1.113 1.551  0.176
H: -2.582 1.994 3.324  0.238
H: -2.954 1.511 5.889  0.221
H: -4.638 1.370 5.314  0.309
H: -3.802 2.862 5.116  0.353
C: -0.241 0.452 -0.505  -0.118
S: 1.467 0.661 -1.182  0.336
O: 2.018 1.997 -0.646  -0.755
C: 2.221 -0.719 -0.232  -0.646
H: -0.123 0.368 0.575  -0.422
H: -0.654 -0.460 -0.936  0.271
H: -0.927 1.270 -0.722  0.337
H: 3.291 -0.591 -0.393  0.361
H: 1.822 -1.649 -0.638  0.109
H: 1.978 -0.671 0.830  0.232
C: 2.613 -2.445 -5.869  -1.216
S: 2.033 -2.168 -4.132  0.550
O: 3.126 -1.451 -3.364  -0.595
C: 0.709 -0.969 -4.525  -0.601
H: 2.921 -1.512 -6.341  0.360
H: 1.979 -3.070 -6.497  0.344
H: 3.610 -2.886 -5.897  0.411
H: -0.254 -1.465 -4.654  0.179
H: 1.025 -0.408 -5.405  0.441
H: 0.638 -0.246 -3.712  0.149

The calculation puts the energy relative to the best compared isomer or geometry (same formula, charge and spin) at 1.467 eV. The orbital gap is 8.58 eV. Its spin multiplicity is 1. The total charge is 0.



Formula: C19H47NO13P2
Source: the Open Molecules 2025 dataset
Level of theory: ωB97M-V with the def2-TZVPD basis set

Each line ends with the Mulliken charge.
Atoms and positions in Å:
O: 19.228 -22.631 7.106  0.983
H: 18.395 -22.874 6.696  0.257
H: 19.005 -21.867 7.642  0.184
H: 19.570 -23.353 7.639  0.475
C: 15.719 -20.826 10.393  -1.807
C: 16.233 -21.678 9.283  1.481
C: 15.013 -22.227 8.497  -1.014
C: 14.366 -21.297 7.485  -0.893
C: 15.523 -20.712 6.606  -0.671
C: 16.698 -20.082 7.362  1.840
N: 17.230 -21.124 8.359  1.424
O: 18.453 -20.755 8.926  -0.988
C: 16.220 -18.793 7.966  -1.874
C: 17.705 -19.824 6.206  -1.784
C: 16.850 -23.065 9.798  -2.117
H: 16.494 -20.403 11.033  0.273
H: 14.970 -21.268 11.049  0.401
H: 15.246 -19.986 9.884  0.429
H: 14.224 -22.484 9.204  0.547
H: 15.339 -23.067 7.883  -0.141
H: 13.838 -20.580 8.114  0.477
H: 13.679 -21.840 6.836  0.491
H: 15.189 -19.992 5.859  0.337
H: 15.907 -21.530 5.997  -0.467
H: 15.133 -18.835 8.035  0.358
H: 16.385 -17.907 7.352  0.425
H: 16.579 -18.615 8.980  0.313
H: 17.795 -20.736 5.616  0.103
H: 18.721 -19.588 6.525  0.209
H: 17.461 -18.892 5.696  0.576
H: 16.087 -23.490 10.449  0.544
H: 17.617 -22.796 10.525  0.445
H: 17.184 -23.810 9.076  0.134
C: 19.931 -28.129 6.588  -1.568
C: 20.204 -26.853 7.300  0.528
O: 19.877 -27.011 8.652  -0.383
C: 19.579 -25.844 9.278  0.681
O: 19.473 -24.721 8.730  -0.370
O: 19.561 -26.151 10.539  -0.389
C: 19.561 -25.004 11.399  -0.282
H: 18.889 -28.450 6.610  0.332
H: 20.518 -28.998 6.886  0.384
H: 20.134 -27.939 5.535  0.410
H: 19.502 -26.158 6.840  -0.133
H: 21.281 -26.692 7.254  0.262
H: 19.680 -25.360 12.422  0.318
H: 18.555 -24.596 11.305  0.181
H: 20.261 -24.250 11.039  0.003
C: 17.325 -26.285 4.166  -0.593
O: 17.361 -25.055 3.436  -0.353
P: 16.755 -23.781 4.190  -0.139
O: 17.383 -23.520 5.520  -0.321
O: 17.125 -22.609 3.154  -0.409
C: 18.469 -22.214 2.906  -0.647
O: 15.109 -23.897 4.012  -0.342
C: 14.309 -24.122 5.166  -0.440
H: 17.131 -27.152 3.535  0.364
H: 16.624 -26.312 5.000  0.261
H: 18.321 -26.564 4.509  0.137
H: 18.770 -22.457 1.887  0.315
H: 19.181 -22.780 3.508  0.203
H: 18.603 -21.181 3.228  0.295
H: 13.883 -23.148 5.408  0.140
H: 14.682 -24.608 6.067  0.217
H: 13.462 -24.782 4.982  0.437
C: 21.728 -21.779 10.816  -0.261
O: 22.890 -22.074 10.061  -0.375
P: 22.788 -21.901 8.391  1.005
O: 21.931 -22.875 7.680  -0.620
O: 24.355 -21.818 7.896  -0.337
C: 25.352 -21.241 8.695  -0.737
O: 22.217 -20.381 8.072  -0.260
C: 21.989 -19.957 6.756  -0.483
H: 21.794 -22.517 11.616  0.244
H: 20.819 -21.963 10.244  -0.051
H: 21.697 -20.774 11.235  0.265
H: 25.941 -20.598 8.041  0.293
H: 25.816 -22.060 9.244  0.279
H: 25.017 -20.555 9.474  0.313
H: 20.930 -20.119 6.554  -0.045
H: 22.464 -20.640 6.052  0.392
H: 22.191 -18.925 6.467  0.328

The calculation puts the energy relative to the best compared isomer or geometry (same formula, charge and spin) at 0.251 eV. The orbital gap is 5.91 eV. Its spin multiplicity is 1. The total charge is 0.



no.,DFT total energy (Eh)
1,-3484.91933
2,-2348.94515
3,-2467.72180